# 1
{
  "formula": "C28H36IrN12S2",
  "method": "wB97M-V/def2-TZVPD",
  "e_above_lowest_kcal_mol": 109.9,
  "charge": 4,
  "fmax_ev_per_a": 1.58,
  "s2": 8.794,
  "energy_ha": -2644.83584,
  "spin_multiplicity": 6,
  "orbital_gap_ev": [7.2186, 4.9730],
  "e_lumo_ha": [-0.3921, -0.5078],
  "species": ["Ir", "C", "C", "C", "C", "C", "C", "C", "C", "S", "C", "N", "C", "C", "C", "C", "C", "C", "C", "C", "H", "H", "H", "H", "H", "H", "H", "H", "H", "H", "H", "H", "H", "H", "H", "H", "N", "C", "N", "C", "N", "C", "C", "N", "C", "C", "N", "H", "H", "H", "H", "H", "C", "C", "N", "N", "C", "S", "N", "N", "H", "H", "H", "H", "H", "H", "N", "C", "C", "N", "H", "H", "H", "H", "H", "H", "H", "H", "H"],
  "xyz": [[-0.880, 0.254, -1.042], [3.616, -1.956, 4.408], [3.258, -0.647, 3.664], [3.838, 0.512, 4.510], [3.939, -0.663, 2.295], [1.764, -0.535, 3.601], [1.036, -0.482, 4.818], [-0.332, -0.393, 4.849], [-1.023, -0.348, 3.638], [-2.717, -0.313, 3.378], [-2.415, -0.245, 1.644], [-1.144, -0.254, 1.308], [-0.323, -0.351, 2.395], [1.063, -0.472, 2.395], [-3.458, -0.168, 0.669], [-4.818, -0.162, 1.039], [-5.799, -0.099, 0.075], [-5.438, -0.005, -1.267], [-4.091, 0.009, -1.637], [-3.082, -0.067, -0.697], [4.697, -2.056, 4.410], [3.173, -2.807, 3.897], [3.283, -1.964, 5.441], [4.922, 0.437, 4.498], [3.517, 0.483, 5.548], [3.543, 1.474, 4.092], [5.007, -0.809, 2.437], [3.803, 0.281, 1.767], [3.572, -1.482, 1.678], [1.571, -0.520, 5.751], [-0.870, -0.364, 5.783], [1.566, -0.544, 1.445], [-5.082, -0.202, 2.086], [-6.842, -0.122, 0.355], [-6.201, 0.072, -2.027], [-3.852, 0.091, -2.688], [3.277, -1.092, -1.929], [2.404, -0.080, -1.852], [1.207, -0.559, -1.562], [1.409, -1.911, -1.467], [2.661, -2.236, -1.688], [0.328, -2.844, -1.227], [0.547, -4.221, -1.041], [-0.477, -5.013, -0.877], [-1.706, -4.560, -0.901], [-1.930, -3.187, -1.079], [-0.914, -2.355, -1.223], [4.266, -1.089, -2.160], [2.661, 0.945, -2.031], [1.536, -4.658, -1.051], [-2.511, -5.279, -0.802], [-2.933, -2.781, -1.122], [1.729, 4.474, 2.214], [0.695, 4.458, 1.172], [-0.017, 5.467, 0.788], [-0.836, 5.044, -0.176], [-0.666, 3.737, -0.418], [-1.450, 2.775, -1.550], [0.320, 3.338, 0.436], [0.792, 2.031, 0.486], [1.885, 5.503, 2.529], [2.670, 4.063, 1.850], [1.415, 3.902, 3.087], [-1.478, 5.694, -0.621], [0.827, 1.711, 1.456], [1.744, 1.990, 0.118], [-0.808, 0.289, -7.205], [-1.818, -0.027, -6.143], [-1.243, -0.539, -4.797], [-1.134, 0.462, -3.737], [-1.294, 0.423, -8.107], [-0.144, -0.487, -7.339], [-0.271, 1.148, -7.019], [-2.473, -0.791, -6.564], [-2.412, 0.875, -5.980], [-0.261, -0.996, -4.952], [-1.920, -1.316, -4.430], [-2.029, 0.933, -3.628], [-0.453, 1.180, -3.974]],
  "mulliken_spin": [2.62, 0.04, 0.04, 0.04, 0.00, 0.05, 0.15, -0.03, 0.16, 0.07, 0.19, 0.18, 0.16, 0.03, 0.00, 0.05, 0.00, 0.09, -0.04, 0.42, 0.00, 0.00, 0.00, 0.00, 0.00, 0.00, 0.00, 0.00, 0.00, 0.00, 0.00, 0.02, 0.00, 0.00, 0.00, 0.02, 0.00, -0.02, 0.10, -0.01, 0.00, 0.02, 0.00, 0.00, 0.00, -0.01, 0.13, 0.00, 0.00, 0.00, 0.00, 0.01, 0.00, 0.00, 0.01, 0.03, 0.00, 0.30, 0.01, 0.07, 0.00, 0.00, 0.00, 0.00, 0.00, 0.00, 0.00, 0.01, -0.01, 0.13, 0.00, 0.00, 0.00, 0.00, 0.00, 0.00, 0.00, -0.01, 0.00]
}

=====

# 2
{
  "formula": "C28H36IrP2Si",
  "method": "wB97M-V/def2-TZVPD",
  "charge": 2,
  "fmax_ev_per_a": 3.15,
  "s2": 8.779,
  "energy_ha": -2164.20317,
  "spin_multiplicity": 6,
  "orbital_gap_ev": [3.3453, 4.0002],
  "e_lumo_ha": [-0.2169, -0.3693],
  "species": ["C", "C", "C", "H", "C", "C", "H", "H", "H", "H", "Ir", "C", "H", "H", "H", "Si", "C", "C", "H", "C", "H", "C", "H", "C", "H", "C", "H", "C", "C", "H", "C", "H", "C", "H", "C", "H", "C", "H", "H", "H", "C", "P", "C", "C", "C", "C", "C", "C", "C", "P", "C", "C", "H", "H", "H", "H", "H", "H", "H", "H", "H", "H", "H", "H", "H", "H", "H", "H"],
  "xyz": [[0.585, 1.573, 0.888], [1.072, 1.662, -0.469], [-0.067, 1.700, -1.346], [2.113, 1.686, -0.775], [-1.255, 1.625, -0.537], [-0.846, 1.552, 0.845], [-1.505, 1.486, 1.701], [1.186, 1.525, 1.787], [-0.043, 1.784, -2.426], [-2.277, 1.636, -0.900], [-0.078, -0.269, -0.254], [-0.047, -1.416, -1.891], [-0.995, -1.113, -2.361], [-0.029, -2.496, -1.765], [0.866, -1.098, -2.421], [-0.056, -1.030, -4.713], [1.405, -1.391, -5.808], [2.242, -0.264, -5.882], [1.971, 0.648, -5.341], [3.424, -0.288, -6.628], [4.057, 0.604, -6.658], [3.770, -1.448, -7.334], [4.689, -1.461, -7.925], [2.940, -2.577, -7.281], [3.223, -3.472, -7.847], [1.759, -2.555, -6.518], [1.120, -3.436, -6.469], [-1.431, -0.303, -5.713], [-1.192, 0.010, -7.061], [-0.366, -0.467, -7.593], [-1.966, 0.989, -7.696], [-1.729, 1.299, -8.717], [-3.030, 1.587, -7.008], [-3.628, 2.362, -7.490], [-3.346, 1.187, -5.700], [-4.188, 1.645, -5.174], [-2.567, 0.214, -5.061], [-2.790, -0.116, -4.043], [0.281, 0.154, -3.887], [-0.403, -2.303, -4.011], [2.113, -3.128, -0.085], [1.490, -1.643, 0.745], [2.972, -0.752, 1.258], [0.637, -2.157, 2.298], [1.320, -2.358, 3.495], [0.595, -2.559, 4.675], [-0.797, -2.612, 4.654], [-1.482, -2.447, 3.447], [-0.769, -2.186, 2.280], [-1.611, -1.707, 0.702], [-3.107, -0.834, 1.178], [-2.035, -3.240, -0.133], [2.423, -2.884, -1.109], [1.355, -3.921, -0.106], [2.996, -3.495, 0.457], [3.616, -1.426, 1.843], [2.706, 0.127, 1.858], [3.512, -0.435, 0.354], [2.409, -2.335, 3.515], [1.125, -2.656, 5.616], [-1.365, -2.778, 5.564], [-2.571, -2.495, 3.417], [-2.888, -0.192, 2.040], [-3.448, -0.216, 0.339], [-3.887, -1.561, 1.440], [-2.700, -3.823, 0.522], [-1.130, -3.826, -0.345], [-2.555, -3.011, -1.074]],
  "mulliken_spin": [0.16, 0.19, 0.18, 0.03, 0.19, 0.16, 0.03, 0.02, -0.01, 0.02, 1.96, 0.37, 0.00, 0.00, 0.04, 0.10, 0.01, -0.01, 0.00, 0.00, 0.00, 0.00, 0.00, 0.01, 0.00, -0.01, 0.00, 0.25, 0.13, 0.00, 0.06, 0.01, 0.26, 0.00, 0.08, 0.00, 0.12, 0.00, 0.02, 0.03, 0.02, 0.22, 0.03, 0.04, -0.01, 0.01, 0.01, -0.02, 0.03, 0.19, 0.04, 0.02, 0.00, 0.00, 0.01, 0.01, 0.01, 0.00, 0.00, 0.00, 0.00, 0.00, 0.00, 0.00, 0.01, 0.01, 0.00, 0.00]
}

=====

# 3
{
  "formula": "C28H36N3",
  "method": "wB97M-V/def2-TZVPD",
  "e_above_lowest_kcal_mol": 14.4,
  "charge": 1,
  "fmax_ev_per_a": 1.70,
  "energy_ha": -1252.59345,
  "orbital_gap_ev": 5.7677,
  "e_lumo_ha": -0.1472,
  "species": ["C", "C", "N", "C", "C", "C", "C", "C", "C", "C", "C", "C", "C", "N", "C", "C", "C", "C", "C", "C", "C", "C", "C", "C", "C", "H", "H", "H", "H", "H", "H", "H", "H", "H", "H", "H", "H", "H", "H", "H", "H", "H", "H", "H", "H", "H", "H", "H", "H", "H", "C", "C", "C", "N", "C", "C", "H", "H", "H", "H", "H", "H", "H", "H", "H", "H", "H"],
  "xyz": [[0.160, 5.817, -1.997], [-1.252, 6.114, -1.512], [-1.482, 5.531, -0.207], [-2.585, 5.869, 0.675], [-2.425, 4.919, 1.879], [-1.275, 4.046, 1.526], [-0.711, 2.956, 2.167], [0.432, 2.288, 1.582], [1.118, 1.272, 2.315], [2.419, 0.771, 1.956], [2.914, -0.453, 2.541], [4.087, -1.026, 2.067], [4.827, -0.392, 1.046], [5.958, -1.080, 0.744], [6.943, -0.626, -0.215], [6.331, 0.369, -1.187], [5.402, 1.417, -0.534], [4.468, 0.841, 0.494], [3.311, 1.418, 1.011], [6.102, -2.249, 1.592], [4.825, -2.254, 2.459], [0.792, 2.718, 0.240], [0.259, 3.830, -0.402], [-0.776, 4.479, 0.278], [0.630, 4.366, -1.756], [0.225, 6.047, -3.064], [0.855, 6.499, -1.498], [-1.420, 7.202, -1.475], [-1.977, 5.734, -2.253], [-2.550, 6.923, 0.986], [-3.554, 5.706, 0.181], [-2.198, 5.472, 2.794], [-3.320, 4.311, 2.023], [-1.109, 2.644, 3.146], [0.603, 0.826, 3.176], [2.338, -0.982, 3.320], [7.808, -0.161, 0.288], [7.360, -1.486, -0.765], [7.135, 0.882, -1.724], [5.765, -0.180, -1.945], [6.043, 2.176, -0.058], [4.846, 1.930, -1.331], [3.047, 2.421, 0.672], [6.193, -3.172, 1.002], [7.000, -2.176, 2.223], [5.077, -2.210, 3.522], [4.211, -3.135, 2.255], [1.532, 2.123, -0.295], [0.176, 3.735, -2.536], [1.716, 4.323, -1.914], [-2.175, -0.920, 7.704], [-1.109, -1.719, 6.948], [-0.118, -0.866, 6.147], [-0.644, 0.215, 5.244], [-1.774, 0.919, 5.939], [-2.792, 0.102, 6.748], [-2.958, -1.607, 8.056], [-1.769, -0.445, 8.614], [-0.525, -2.271, 7.694], [-1.636, -2.433, 6.294], [0.500, -0.329, 6.876], [0.536, -1.554, 5.586], [0.128, 0.921, 5.191], [-1.275, 1.585, 6.651], [-2.341, 1.538, 5.226], [-3.488, -0.442, 6.085], [-3.361, 0.815, 7.358]],
  "lowdin_charge": [-0.16, -0.14, -0.05, -0.11, -0.09, -0.14, 0.06, -0.18, 0.08, -0.18, 0.05, -0.14, -0.12, -0.05, -0.14, -0.16, -0.12, -0.13, 0.04, -0.11, -0.09, 0.04, -0.13, -0.12, -0.12, 0.12, 0.12, 0.13, 0.13, 0.13, 0.13, 0.13, 0.13, 0.12, 0.10, 0.13, 0.13, 0.13, 0.12, 0.12, 0.13, 0.12, 0.11, 0.13, 0.13, 0.13, 0.13, 0.11, 0.13, 0.12, -0.22, -0.20, -0.23, -0.09, -0.23, -0.20, 0.11, 0.11, 0.11, 0.12, 0.11, 0.10, 0.09, 0.11, 0.10, 0.12, 0.11]
}